Molecular formula: C33H37IN5OSTeTi
Method: DFT, wB97M-V/def2-TZVPD

Geometry as XYZ:
```
80
Properties=species:S:1:pos:R:3:mulliken_charge:R:1
Ti -0.7566 0.0754 -0.9177 -0.083
C -3.3023 -1.2560 0.5654 -0.748
N -2.0517 -1.7551 -0.0942 -0.348
C -2.3700 -2.7618 -1.1711 -1.260
C -2.3582 -1.9769 -2.4568 0.243
N -1.6702 -0.7981 -2.6070 0.785
C -1.8816 -0.4597 -3.9275 0.499
C -1.4179 0.5860 -4.6586 -0.286
C -1.7705 0.6091 -5.9769 -0.905
C -2.4573 -0.4005 -6.6171 -0.499
C -2.9172 -1.4610 -5.8964 -0.965
C -2.6939 -1.4361 -4.5520 0.499
N -2.9591 -2.3652 -3.5758 0.021
C -3.1825 0.1474 0.9795 -0.195
N -2.4302 0.9043 0.1744 0.807
C -2.6987 2.1937 0.5805 0.989
C -2.3970 3.4805 0.1363 -0.324
C -2.9846 4.6140 0.5396 -1.145
C -3.9077 4.6036 1.5805 -0.404
C -4.2473 3.3302 2.1628 -1.152
C -3.6286 2.1864 1.6165 0.623
N -3.8988 0.8362 1.8615 -0.072
H -3.6489 -1.9609 1.4063 0.448
H -4.0632 -1.4824 -0.1251 0.509
H -1.5291 -2.1764 0.5797 0.182
H -3.3368 -3.2550 -0.9164 0.566
H -1.5260 -3.5807 -1.1304 0.252
H -0.8622 1.4935 -4.2973 0.057
H -1.3517 1.3484 -6.5654 0.496
H -2.6141 -0.4146 -7.7171 0.383
H -3.4990 -2.1645 -6.4782 0.403
H -3.5489 -3.1896 -3.6772 0.266
H -1.6753 3.6707 -0.6968 0.049
H -2.8488 5.5628 0.0207 0.443
H -4.3419 5.5616 1.9326 0.393
H -4.9562 3.2004 2.9953 0.398
H -4.6820 0.5561 2.3948 0.223
I 1.4695 1.3552 -2.5441 0.093
C -0.2942 1.9885 -1.5061 -1.750
H 0.0270 2.5744 -0.6866 1.104
H -0.8438 2.5034 -2.3368 0.625
C 1.5353 -2.3770 -3.2350 -1.059
Te 1.1808 -2.3276 -1.2359 0.430
C 3.0652 -1.7107 -0.5569 -0.816
H 0.8603 -1.7242 -3.8304 0.219
H 1.4748 -3.4257 -3.5258 0.438
H 2.6013 -2.0776 -3.4469 0.374
H 3.0483 -0.6533 -0.2714 -0.067
H 3.8507 -1.8162 -1.2951 0.591
H 3.2927 -2.2654 0.2804 0.350
O 0.5123 0.2176 0.8216 -0.367
S 0.3469 1.1888 2.0009 0.829
C 1.9876 1.6537 2.4781 -1.526
C 3.2186 1.3437 1.6507 0.547
C 4.0302 0.3166 2.0627 -0.049
C 5.2414 0.1446 1.4215 -0.489
C 5.6241 0.8756 0.2630 -0.841
C 4.8161 1.9477 -0.0708 -0.517
C 3.6609 2.1980 0.6169 -0.241
C 0.0027 0.0025 3.4512 -1.630
C 1.1054 -0.9810 3.7179 0.763
C 1.6993 -0.7546 4.9544 -0.389
C 2.6679 -1.6260 5.3862 -0.606
C 3.0712 -2.7100 4.5810 -0.694
C 2.4687 -2.9090 3.3408 -0.727
C 1.4446 -2.0560 2.9425 0.411
H 2.1885 1.2809 3.4432 0.631
H 1.9721 2.7568 2.5535 0.677
H 3.6791 -0.2595 2.8971 0.126
H 5.9428 -0.7357 1.6738 0.270
H 6.5842 0.7450 -0.1259 0.588
H 5.0709 2.6794 -0.8371 0.436
H 3.0759 3.0606 0.3305 0.433
H -0.8981 -0.4115 3.1081 0.432
H -0.2576 0.5795 4.3623 0.541
H 1.3316 0.0107 5.6760 0.329
H 3.0195 -1.3431 6.3711 0.394
H 3.9047 -3.3744 4.9222 0.360
H 2.7393 -3.8064 2.7424 0.413
H 0.9476 -2.1440 1.9829 0.211
```

Calculated values
frontier orbital gap (alpha / beta): 7.99 / 8.38 eV
energy relative to the best compared isomer or geometry (same formula, charge and spin): 62.2 kcal/mol
spin multiplicity: 2
expectation value of S²: 0.755
total charge: +2
LUMO level (alpha / beta): -4.96 / -4.82 eV
HOMO (alpha / beta): -12.95 / -13.20 eV

Molecular formula: C33H37N2OSSiTeTl
Method: DFT, wB97M-V/def2-TZVPD

Geometry as XYZ:
```
77
Properties=species:S:1:pos:R:3:mulliken_charge:R:1
Tl -0.3867 -0.7415 -0.2488 0.673
C 2.5920 2.3881 2.8368 -0.648
C 1.4138 2.4300 3.8223 -0.823
N 0.5070 1.2759 3.6921 0.175
C 0.4246 0.4213 4.8704 -0.666
C 1.7112 -0.3850 5.1702 -0.878
C -0.2687 1.2362 2.5664 0.612
S -1.2160 -0.2019 2.3147 -0.651
N -0.3331 2.2909 1.7994 -0.192
C -1.0194 2.4042 0.6407 -0.104
O -1.2104 1.5725 -0.2819 -0.353
C -1.6036 3.7536 0.4331 0.535
C -2.1759 4.4457 1.4976 -0.514
C -2.7479 5.6872 1.2606 -0.648
C -2.7324 6.2204 -0.0145 -0.499
C -2.1502 5.5132 -1.0736 -0.677
C -1.5949 4.2719 -0.8543 -0.229
H 3.1746 3.3056 2.9638 0.427
H 2.3044 2.2492 1.8074 -0.037
H 3.2762 1.5111 3.1103 0.192
H 0.8285 3.3463 3.6244 0.338
H 1.7644 2.4150 4.8323 0.538
H -0.2995 -0.3545 4.6428 0.285
H 0.1362 1.0093 5.7181 0.424
H 1.9030 -1.0293 4.3273 0.058
H 1.4973 -1.0196 6.0399 0.416
H 2.6191 0.1946 5.4241 0.318
H -2.0696 4.0154 2.4681 0.472
H -3.1902 6.2370 2.0954 0.389
H -3.1659 7.1639 -0.1726 0.456
H -2.1836 5.9034 -2.0583 0.451
H -1.1482 3.7156 -1.6859 0.343
C 6.0225 -4.2238 -1.2892 -1.439
C 5.1612 -3.0248 -1.0915 0.834
C 5.3225 -1.9100 -1.8966 -0.995
C 4.4407 -0.8395 -1.8386 0.944
C 4.7599 0.2912 -2.7708 -1.537
C 3.4294 -0.8503 -0.8598 -0.392
Te 1.9794 0.7553 -0.7998 -0.071
C 3.3829 -1.8900 0.0768 1.629
C 2.4003 -1.8334 1.2323 -1.509
C 4.1688 -3.0123 -0.1080 -1.029
H 6.4096 -4.5802 -0.3223 0.341
H 6.9247 -4.0622 -1.9254 0.344
H 5.4882 -5.0466 -1.7474 0.304
H 6.1358 -1.9351 -2.6370 0.258
H 5.8306 0.2913 -3.0454 0.374
H 4.5823 1.2910 -2.4005 0.364
H 4.1309 0.2029 -3.7322 0.243
H 1.5356 -2.4892 1.0698 0.351
H 2.0954 -0.8240 1.5306 -0.131
H 2.8512 -2.3355 2.0821 0.551
H 4.0875 -3.8659 0.5968 0.345
C -3.0937 -4.8471 -4.1100 -0.433
C -4.0985 -4.7575 -3.1225 -0.563
C -3.8778 -3.9626 -1.9796 -0.333
C -2.6524 -3.2733 -1.8170 0.432
C -1.6918 -3.3656 -2.7956 -0.152
C -1.8815 -4.1871 -3.9253 -0.674
Si -2.5986 -2.0247 -0.4399 0.232
C -3.6200 -0.5306 -1.0263 0.309
C -3.7417 -0.2912 -2.3801 -0.154
C -4.4802 0.8205 -2.8887 -0.877
C -4.9211 1.7718 -1.9794 -0.432
C -4.6938 1.6167 -0.6477 -0.506
C -4.0821 0.4850 -0.1208 -0.285
H -3.3250 -5.3118 -5.0483 0.380
H -5.0369 -5.3213 -3.2387 0.359
H -4.6815 -3.9419 -1.2324 0.296
H -0.8147 -2.7536 -2.7302 0.305
H -1.1304 -4.2120 -4.7049 0.375
H -3.0913 -2.6565 0.8490 -0.159
H -3.4076 -1.0325 -3.0775 0.371
H -4.6518 0.9156 -3.9321 0.453
H -5.4147 2.6783 -2.3386 0.357
H -4.9493 2.3735 0.0429 0.469
H -3.8590 0.4534 0.9515 0.268
```

Calculated values
frontier orbital gap: 7.07 eV
energy relative to the best compared isomer or geometry (same formula, charge and spin): 0.0 kcal/mol
total charge: 0
LUMO level: -0.44 eV
HOMO: -7.51 eV

Molecular formula: C33H38BrN6NiO2S
Method: DFT, wB97M-V/def2-TZVPD

Geometry as XYZ:
```
82
Properties=species:S:1:pos:R:3:mulliken_charge:R:1
Ni 0.7405 0.6452 0.5549 -0.138
C 1.0508 0.9119 -2.8036 0.185
C 2.2206 -0.0514 -2.7900 -1.548
C 2.2362 -1.0078 -1.6101 0.233
N 2.3000 -0.3050 -0.3369 -0.287
C 3.3600 -0.3887 0.4105 0.829
C 4.3908 -1.3836 0.2793 -0.865
C 5.6691 -1.4392 0.7850 -0.344
C 6.3772 -0.5506 1.5951 -0.569
C 5.8165 0.5638 2.1886 -0.428
C 4.5065 1.0284 2.2067 -0.745
C 3.3338 0.5610 1.5537 0.716
N 2.1365 1.0031 1.8249 0.498
C 1.9688 1.9044 2.9567 -1.360
C 0.5124 2.1013 3.3029 -0.463
C -0.2781 0.8135 3.3567 -1.216
N -0.5621 0.3893 2.0065 0.630
C -1.5141 -0.4790 1.8017 -0.074
C -2.1693 -1.2986 2.7314 -0.700
C -3.2962 -2.1000 2.4808 -0.464
C -4.2511 -2.0426 1.4869 -0.761
C -4.3157 -1.0088 0.5046 -0.600
C -3.2880 -0.2608 0.0511 -1.199
C -1.8858 -0.5936 0.3608 0.850
N -0.8149 -0.2142 -0.5471 1.176
C -1.2711 0.4193 -1.8245 -0.686
C -0.2969 0.1990 -2.9502 -1.058
H 1.1860 1.6435 -3.6049 0.543
H 1.0525 1.5221 -1.8972 -0.407
H 3.1575 0.5126 -2.8072 0.454
H 2.2053 -0.6746 -3.6941 0.368
H 3.0712 -1.6849 -1.7603 0.529
H 1.3317 -1.6246 -1.6143 -0.561
H 4.1084 -2.2352 -0.3198 0.345
H 6.2172 -2.3272 0.4797 0.298
H 7.4208 -0.7627 1.7885 0.314
H 6.5053 1.1698 2.7716 0.299
H 4.3528 1.9150 2.8041 0.277
H 2.4244 2.8819 2.7572 0.462
H 2.5032 1.4847 3.8166 0.636
H 0.0418 2.7502 2.5630 -0.229
H 0.4544 2.6193 4.2639 0.571
H -1.2188 0.9786 3.8939 0.656
H 0.2668 0.0398 3.9227 0.314
H -1.6959 -1.3978 3.7000 0.369
H -3.5000 -2.8354 3.2564 0.326
H -5.1115 -2.6927 1.5858 0.394
H -5.2920 -0.7922 0.0768 0.364
H -3.4787 0.5441 -0.6427 0.636
H -1.3859 1.4818 -1.6073 0.094
H -2.2299 -0.0139 -2.0963 0.674
H -0.7977 0.5249 -3.8651 0.411
H -0.1636 -0.8856 -3.0606 0.304
S -1.0663 -1.9876 -0.5424 -0.453
C -2.9241 -3.5695 -3.1321 -0.575
N -2.9233 -4.4129 -2.0798 0.039
C -2.0905 -5.5994 -1.8966 -0.622
C -0.8174 -5.4419 -2.7017 -0.248
C -1.1945 -5.1153 -4.1321 -0.651
N -2.0996 -3.9676 -4.1284 -0.015
H -3.4374 -4.0868 -1.2791 0.272
H -2.6254 -6.4987 -2.2121 0.320
H -1.8729 -5.7055 -0.8341 0.335
H -0.2157 -6.3497 -2.6596 0.342
H -0.2242 -4.6222 -2.2881 -0.006
H -1.6632 -5.9830 -4.6057 0.283
H -0.3131 -4.8600 -4.7205 0.374
H -2.0745 -3.3569 -4.9235 0.224
Br -4.0355 4.2635 2.8761 -0.224
C -2.6315 4.9821 1.8232 -0.255
C -2.4730 6.3569 1.7603 -0.385
C -1.4341 6.8672 0.9890 -0.524
C -0.5803 6.0152 0.2997 -0.792
C -0.7488 4.6391 0.3792 0.412
C -1.7863 4.1168 1.1481 0.219
C 0.2006 3.7095 -0.3554 -0.095
O 1.0011 4.1900 -1.1569 -0.767
O 0.0428 2.4805 -0.0474 0.145
H -3.1448 7.0081 2.3032 0.386
H -1.2944 7.9401 0.9290 0.365
H 0.2302 6.3885 -0.3124 0.469
H -1.9056 3.0422 1.2135 0.376
```

Calculated values
frontier orbital gap: 6.40 eV
energy relative to the best compared isomer or geometry (same formula, charge and spin): 89.5 kcal/mol
total charge: -1
LUMO level: 2.40 eV
HOMO: -3.99 eV

Number 1: largest force on an atom 4.55 eV/A. Number 2: largest force on an atom 2.22 eV/A. Number 3: largest force on an atom 2.26 eV/A.